[1]
This record from OMol25 describes a cluster of 4 separate species, C23H67N10O5P4 in total in a non-equilibrium geometry. The level of theory is ωB97M-V/def2-TZVPD.

Element x y z (Å)
C1 7.41 -4.09 -0.12
H1 5.27 1.27 -0.43
C2 2.77 2.83 -1.59
H2 4.32 0.03 1.57
H3 -3.16 5.07 2.68
H4 -5.49 4.77 3.67
H5 -3.74 -0.98 2.92
C3 1.78 0.89 -0.67
C4 -1.11 -4.96 -1.62
C5 3.78 -2.73 0.03
N1 3.08 4.22 1.36
H6 8.39 -4.03 -0.68
C6 -5.59 0.62 3.60
C7 -4.33 -2.07 -2.32
H7 -4.57 -2.85 -3.05
H8 -4.41 -1.10 -2.81
H9 -2.81 -0.28 -1.00
H10 2.61 2.28 -2.52
H11 0.79 1.31 -0.86
N2 -3.04 -2.29 -1.68
H12 2.34 -2.31 -1.67
C8 6.29 -3.17 -0.82
H13 -6.10 5.04 0.21
O1 1.23 2.73 1.20
H14 -2.57 4.54 4.28
O2 -0.04 -2.53 -3.08
H15 -1.71 -2.81 -5.49
H16 4.04 -1.56 -1.83
H17 -0.36 -0.63 -4.74
H18 -0.95 -6.00 -1.93
H19 -0.12 -4.57 -1.36
H20 -2.65 -1.35 -5.85
C9 2.94 4.72 2.72
C10 -5.07 3.88 4.16
H21 -2.49 -5.93 -3.53
C11 3.98 5.08 0.61
H22 -2.81 0.07 1.89
H23 -3.42 -2.64 -5.02
H24 -4.44 4.50 0.06
N3 -4.02 3.25 3.39
H25 -3.66 -5.02 -2.58
H26 1.71 0.22 0.19
H27 6.76 -2.32 -1.37
P1 -4.23 2.41 1.82
H28 -3.16 -4.49 -4.20
H29 -7.09 1.98 1.04
P2 2.76 2.55 1.20
H30 1.99 -4.71 0.25
H31 -5.74 3.54 -0.65
C12 5.46 2.10 0.27
C13 -5.47 4.16 0.21
H32 -7.67 3.65 1.15
C14 5.35 -2.54 0.29
H33 2.79 5.80 2.74
C15 -6.96 2.93 1.57
H34 -1.80 0.41 -4.64
C16 -2.47 -2.12 -5.10
H35 3.95 4.90 -0.46
C17 4.64 0.91 2.15
H36 3.73 3.32 -1.73
H37 2.06 0.27 -1.53
H38 5.57 -3.03 1.28
H39 7.03 -5.15 -0.16
N4 4.08 -6.07 -1.25
C18 -2.81 -4.92 -3.26
H40 3.75 -3.36 -2.08
H41 -7.28 2.82 2.61
H42 -3.75 -1.32 0.09
H43 -0.85 0.09 -3.20
H44 -6.56 1.07 3.39
H45 -2.83 0.37 3.64
N5 4.50 2.15 1.36
H46 5.67 0.77 2.48
H47 -2.00 -1.50 0.00
H48 -5.89 3.20 4.39
H49 5.02 5.01 0.96
H50 5.51 3.03 -0.29
O3 4.43 -5.62 0.01
H51 -5.80 -0.46 3.61
H52 2.07 4.27 3.21
N6 -1.72 -4.18 -2.68
H53 -5.28 0.90 4.62
H54 5.51 -1.44 0.43
O4 -4.22 1.78 0.41
C19 -1.23 -0.36 -4.12
N7 2.78 1.94 -0.43
H55 1.99 3.60 -1.51
H56 -2.03 3.71 2.83
H57 6.46 1.96 0.68
H58 7.55 -3.72 0.92
H59 3.50 -4.46 2.02
H60 -5.12 -2.13 -1.57
P3 3.35 -4.46 0.59
H61 5.78 -3.83 -1.56
C20 -2.90 -1.29 -0.60
H62 3.25 -1.99 0.70
C21 -3.44 0.06 2.78
H63 4.02 0.97 3.05
H64 -4.68 4.19 5.13
H65 -1.73 -4.96 -0.71
N8 -4.59 0.93 2.61
H66 3.67 6.12 0.72
C22 -2.89 4.20 3.29
N9 -5.59 3.43 1.48
O5 5.04 -6.52 -1.75
C23 3.44 -2.45 -1.49
P4 -1.47 -2.49 -2.51
H67 3.83 4.48 3.32
N10 -2.08 -1.52 -3.83

Calculated values
LUMO, eV: -4.4
E, hartree: -3204.97997
Charge: +1
E_HOMO, eV: -9.5
Kohn-Sham gap, eV: 5.12

Results of the Mulliken charge analysis, in e, for atoms 1 through 99: C -1.10; H 0.17; C -1.18; H 0.10; H 0.34; H 0.32; H 0.40; C -1.36; C -1.02; C 0.44; N 0.23; H 0.33; C -1.00; C -0.92; H 0.29; H 0.33; H 0.48; H 0.35; H 0.41; N -0.02; H 0.20; C -0.34; H 0.36; O -0.76; H 0.36; O -0.92; H 0.30; H 0.29; H 0.33; H 0.42; H 0.06; H 0.39; C -1.09; C -0.90; H 0.37; C -0.91; H 0.24; H 0.27; H 0.36; N -0.02; H 0.35; H 0.32; H 0.48; P 0.86; H 0.23; H 0.28; P 0.83; H 0.17; H 0.33; C -0.76; C -1.15; H 0.39; C -0.97; H 0.37; C -1.08; H 0.38; C -1.09; H 0.19; C -0.93; H 0.30; H 0.34; H 0.61; H 0.22; N 0.22; C -1.00; H 0.47; H 0.26; H 0.47; H 0.20; H 0.22; H 0.26; N -0.02; H 0.40; H 0.37; H 0.26; H 0.33; H 0.28; O -0.12; H 0.36; H 0.29; N 0.21; H 0.35; H 0.05; O -0.78; C -0.98; N 0.41; H 0.33; H 0.33; H 0.39; H 0.35; H 0.23; H 0.34; P 0.41; H 0.18; C -1.40; H 0.17; C -1.20; H 0.38; H 0.38

---

[2]
This record from OMol25 describes an isolated molecule of C3H4Se in a non-equilibrium geometry. The level of theory is ωB97M-V/def2-TZVPD.

Element x y z (Å)
Se1 -1.61 -0.41 1.18
C1 1.92 -0.01 -0.38
C2 -0.75 0.02 -0.55
C3 0.71 0.12 -0.42
H1 -1.24 1.17 -0.93
H2 -1.22 -0.68 -1.19
H3 -0.70 -0.13 2.40
H4 2.88 -0.07 -0.11

Calculated values
LUMO, eV: 0.6
E, hartree: -2518.01147
Charge: 0
Structure (SMILES): C#CC[SeH]
E_HOMO, eV: -8.9
Kohn-Sham gap, eV: 9.50

Charge distribution, Mulliken scheme, values in e: Se -0.10; C -0.05; C -0.62; C -0.40; H 0.26; H 0.32; H 0.09; H 0.49

---

[3]
This record from OMol25 describes a cluster of 6 separate species, H12O6 in total in a non-equilibrium geometry. The level of theory is ωB97M-V/def2-TZVPD.

Element x y z (Å)
H1 -0.17 -1.42 -3.12
H2 -0.16 1.35 1.81
O1 0.24 -0.51 1.98
H3 0.24 -2.25 -0.61
O2 -1.44 0.57 -0.48
H4 -0.90 2.51 2.45
H5 -0.90 -0.77 -1.98
O3 -0.08 2.31 1.90
O4 0.54 -2.52 0.26
H6 0.21 -1.14 1.28
O5 1.12 2.32 -1.38
H7 0.98 2.46 -0.40
O6 -0.63 -1.66 -2.26
H8 -0.92 -0.18 -0.13
H9 1.26 1.38 -1.45
H10 0.37 -3.47 0.41
H11 1.15 -0.34 2.12
H12 -0.91 1.39 -0.38

Calculated values
LUMO, eV: 0.2
E, hartree: -458.63429
Charge: 0
Structure (SMILES): O.O.O.O.O.O
E_HOMO, eV: -11.4
Kohn-Sham gap, eV: 11.62

Charge distribution, Mulliken scheme, values in e: H 0.34; H 0.38; O -0.67; H 0.40; O -0.65; H 0.33; H 0.40; O -0.63; O -0.71; H 0.37; O -0.67; H 0.34; O -0.71; H 0.23; H 0.32; H 0.31; H 0.32; H 0.30

---

[4]
This record from OMol25 describes a cluster of 2 separate species, C4H12N2O in total in a non-equilibrium geometry. The level of theory is ωB97M-V/def2-TZVPD.

Element x y z (Å)
H1 0.91 1.15 -1.31
N1 0.24 -0.33 0.07
C1 -1.31 1.75 -0.35
C2 0.07 -1.70 0.26
H2 -0.49 2.45 -0.19
H3 -2.04 2.31 0.17
H4 2.89 -1.63 0.78
H5 -1.09 0.61 1.47
H6 -1.50 1.52 -1.37
H7 0.13 -0.08 -1.97
H8 0.80 -2.28 -0.38
H9 -0.91 -2.12 0.01
O1 0.92 0.41 2.32
C3 -1.10 0.40 0.35
H10 -2.01 -0.24 0.09
H11 0.35 -2.08 1.23
N2 1.39 0.29 1.24
C4 0.88 0.05 -1.19
H12 1.86 -0.49 -1.25

Calculated values
LUMO (spin up / spin down), eV: -0.2 / 0.8
E, hartree: -344.09717
Charge: 0
E_HOMO (spin up / spin down), eV: -6.9 / -8.7
Kohn-Sham gap (spin up / spin down), eV: 6.70 / 9.51

Charge distribution, Mulliken scheme, values in e: H 0.34; N 0.31; C -1.49; C -0.93; H 0.40; H 0.41; H -0.04; H 0.32; H 0.36; H 0.47; H 0.37; H 0.27; O -0.41; C -0.14; H 0.22; H 0.28; N 0.00; C -1.09; H 0.36